Entry 1:
This record from the OMol25 dataset describes an isolated ion of composition C5H12NO and charge +2. The level of theory is ωB97M-V/def2-TZVPD.

Last columns: bonded neighbours and bond lengths (Å).
Geometry (Å):
1 C 1.17792 -2.03966 -0.30107  O2 1.394, C3 1.511, H8 1.091, H9 1.099
2 O 0.69122 -2.60557 0.87674  C1 1.394, H10 0.966
3 C 0.21925 -0.94260 -0.70270  C1 1.511, C4 1.591, H11 1.090, H12 1.094
4 C 0.30731 0.12110 0.47670  C3 1.591, C5 1.444, H13 1.121, H14 1.088
5 C -0.36710 1.38603 0.29985  C4 1.444, C6 1.383, N7 1.492
6 C 0.23428 2.63084 0.33565  C5 1.383, H15 1.084, H16 1.085
7 N -1.77471 1.29987 -0.18737  C5 1.492, H17 1.029, H18 1.032, H19 1.029
8 H 2.20037 -1.69030 -0.14890  C1 1.091
9 H 1.14106 -2.72595 -1.15857  C1 1.099
10 H 0.75761 -3.56975 0.87245  O2 0.966
11 H -0.76217 -1.40573 -0.80172  C3 1.090
12 H 0.48370 -0.44945 -1.64273  C3 1.094
13 H -0.22562 -0.38860 1.32042  C4 1.121
14 H 1.33660 0.31480 0.76998  C4 1.088
15 H 1.28556 2.64954 0.59991  C6 1.084
16 H -0.31088 3.56391 0.42939  C6 1.085
17 H -2.18621 0.36347 -0.07819  N7 1.029
18 H -1.83836 1.46855 -1.20375  N7 1.032
19 H -2.36981 2.01950 0.24390  N7 1.029

Results
Relative energy (zero: lowest compared OMol25 entry of this formula, charge and spin) = 217.6 kJ/mol
Charge = +2
Orbital gap (alpha / beta) = 9.525 / 4.435 eV
Expectation value of S² = 0.77
F_max = 1.64 eV Å⁻¹
LUMO level (alpha / beta) = -0.3392 / -0.5086 hartree
2S+1 = 2

Löwdin atomic charge list, values in e, 5 entries: -0.226, 0.019, -0.082, -0.083, -0.174

=====

Entry 2:
This record from the OMol25 dataset describes a 12-piece molecular cluster, C66H96N6O18S3 overall. The level of theory is ωB97M-V/def2-TZVPD.

Last columns: bonded neighbours and bond lengths (Å).
Geometry (Å):
1 O 5.79544 26.52719 0.76240  N2 1.220
2 N 4.98632 26.10851 1.57448  O1 1.220, O3 1.217, C4 1.473
3 O 5.22458 25.13226 2.26085  N2 1.217
4 C 3.66308 26.75317 1.63625  N2 1.473, C5 1.393, C9 1.382
5 C 2.68662 26.19424 2.45684  C4 1.393, C6 1.367, H10 1.081
6 C 1.48011 26.83013 2.54378  C5 1.367, C7 1.403, H11 1.081
7 C 1.21567 27.98119 1.78687  C6 1.403, C8 1.385, H12 1.083
8 C 2.13294 28.39317 0.83422  C7 1.385, C9 1.407, H13 1.083
9 C 3.41145 27.80788 0.77923  C4 1.382, C8 1.407, H14 1.080
10 H 2.91362 25.36565 3.11283  C5 1.081
11 H 0.84673 26.43426 3.32514  C6 1.081
12 H 0.21528 28.38307 1.88950  C7 1.083
13 H 1.96779 29.33423 0.32507  C8 1.083
14 H 4.14598 28.16472 0.07302  C9 1.080
15 O -1.71412 30.11130 5.52470  N16 1.202
16 N -0.84387 30.10242 4.69575  O15 1.202, O17 1.226, C18 1.448
17 O 0.05663 29.27052 4.67708  N16 1.226
18 C -0.85645 31.02780 3.58250  N16 1.448, C19 1.392, C23 1.377
19 C -2.05255 31.69892 3.34643  C18 1.392, C20 1.384, H24 1.082
20 C -2.12160 32.75019 2.44910  C19 1.384, C21 1.403, H25 1.080
21 C -0.95080 33.13502 1.77814  C20 1.403, C22 1.394, H26 1.082
22 C 0.19830 32.36229 1.93736  C21 1.394, C23 1.381, H27 1.083
23 C 0.28922 31.38056 2.90421  C18 1.377, C22 1.381, H28 1.082
24 H -2.97782 31.28378 3.72397  C19 1.082
25 H -3.07991 33.22941 2.31224  C20 1.080
26 H -0.87046 34.10490 1.30641  C21 1.082
27 H 1.02104 32.66029 1.29903  C22 1.083
28 H 1.22512 30.89937 3.15386  C23 1.082
29 O 0.95664 21.78238 4.32816  N30 1.214
30 N 1.83802 22.12568 3.56710  O29 1.214, O31 1.219, C32 1.459
31 O 1.69792 22.98432 2.71272  N30 1.219
32 C 3.16941 21.58746 3.82492  N30 1.459, C33 1.408, C37 1.388
33 C 3.34107 20.69817 4.90272  C32 1.408, C34 1.385, H38 1.080
34 C 4.59296 20.14341 5.11151  C33 1.385, C35 1.381, H39 1.084
35 C 5.70451 20.57203 4.41345  C34 1.381, C36 1.391, H40 1.081
36 C 5.49306 21.41397 3.32679  C35 1.391, C37 1.378, H41 1.083
37 C 4.24004 21.87764 2.99022  C32 1.388, C36 1.378, H42 1.082
38 H 2.46204 20.35793 5.42992  C33 1.080
39 H 4.71972 19.41134 5.90057  C34 1.084
40 H 6.73791 20.26808 4.50408  C35 1.081
41 H 6.35749 21.79062 2.79309  C36 1.083
42 H 4.03904 22.48000 2.11425  C37 1.082
43 O 7.40735 20.95809 8.07642  N44 1.213
44 N 6.47016 21.57297 8.54131  O43 1.213, O45 1.213, C46 1.469
45 O 5.78589 21.17258 9.45875  N44 1.213
46 C 6.18814 22.89387 7.96296  N44 1.469, C47 1.383, C51 1.381
47 C 7.14450 23.53353 7.19505  C46 1.383, C48 1.388, H52 1.082
48 C 6.81492 24.70900 6.53548  C47 1.388, C49 1.391, H53 1.082
49 C 5.55453 25.27379 6.70406  C48 1.391, C50 1.390, H54 1.081
50 C 4.61853 24.64925 7.51958  C49 1.390, C51 1.386, H55 1.082
51 C 4.94394 23.46080 8.15397  C46 1.381, C50 1.386, H56 1.083
52 H 8.02823 22.98262 6.90038  C47 1.082
53 H 7.53953 25.11232 5.84086  C48 1.082
54 H 5.32203 26.13399 6.09283  C49 1.081
55 H 3.61666 25.05663 7.55437  C50 1.082
56 H 4.14721 23.03172 8.74907  C51 1.083
57 O -0.35913 18.66389 7.05673  N58 1.216
58 N -0.51432 18.79951 8.25488  O57 1.216, O59 1.204, C60 1.463
59 O -1.23885 18.14433 8.95895  N58 1.204
60 C 0.21059 19.92127 8.85249  N58 1.463, C61 1.371, C65 1.400
61 C 0.37456 21.08263 8.14243  C60 1.371, C62 1.384, H66 1.083
62 C 0.99926 22.16089 8.74543  C61 1.384, C63 1.379, H67 1.084
63 C 1.64026 22.06814 9.96343  C62 1.379, C64 1.399, H68 1.083
64 C 1.54514 20.84688 10.63990  C63 1.399, C65 1.393, H69 1.082
65 C 0.83168 19.78035 10.09893  C60 1.400, C64 1.393, H70 1.081
66 H 0.04580 21.15229 7.11340  C61 1.083
67 H 1.02997 23.11177 8.22536  C62 1.084
68 H 1.96541 22.96785 10.47067  C63 1.083
69 H 1.93485 20.73687 11.64278  C64 1.082
70 H 0.72224 18.92159 10.74653  C65 1.081
71 O -2.24611 26.71620 8.54458  N72 1.210
72 N -1.97044 25.80427 7.79903  O71 1.210, O73 1.220, C74 1.473
73 O -2.59603 24.76846 7.64552  N72 1.220
74 C -0.73033 25.85886 7.00598  N72 1.473, C75 1.416, C79 1.380
75 C -0.07201 27.10504 6.86591  C74 1.416, C76 1.394, H80 1.083
76 C 1.19035 27.19437 6.28020  C75 1.394, C77 1.380, H81 1.078
77 C 1.75252 26.04291 5.76863  C76 1.380, C78 1.358, H82 1.085
78 C 1.13270 24.83977 5.87804  C77 1.358, C79 1.400, H83 1.084
79 C -0.12359 24.73381 6.48656  C74 1.380, C78 1.400, H84 1.083
80 H -0.58584 28.05434 6.95591  C75 1.083
81 H 1.73776 28.12284 6.25047  C76 1.078
82 H 2.74832 26.05388 5.33704  C77 1.085
83 H 1.55174 23.88432 5.58463  C78 1.084
84 H -0.62846 23.77758 6.43273  C79 1.083
85 O 5.19938 30.47638 6.64872  S86 1.435
86 S 4.89659 29.34778 5.81592  O85 1.435, O87 1.456, C88 1.823, C91 1.838
87 O 4.25278 28.16241 6.36328  S86 1.456
88 C 4.02364 29.81390 4.28452  S86 1.823, C89 1.521, H92 1.089, H93 1.093
89 C 5.09222 30.11361 3.24376  C88 1.521, C90 1.537, H94 1.089, H95 1.091
90 C 6.13434 28.99525 3.40631  C89 1.537, C91 1.517, H96 1.087, H97 1.089
91 C 6.42473 28.91272 4.89277  S86 1.838, C90 1.517, H98 1.088, H99 1.094
92 H 3.31439 30.60805 4.51269  C88 1.089
93 H 3.48096 28.92347 3.95606  C88 1.093
94 H 4.68695 30.05872 2.23477  C89 1.089
95 H 5.64609 31.03749 3.41978  C89 1.091
96 H 7.05747 29.22207 2.87845  C90 1.087
97 H 5.69478 28.05238 3.08512  C90 1.089
98 H 7.27496 29.49362 5.24476  C91 1.088
99 H 6.61441 27.89347 5.24236  C91 1.094
100 O -3.13706 27.86839 2.12752  S101 1.446
101 S -3.56013 26.55632 2.56251  O100 1.446, O102 1.456, C103 1.853, C106 1.823
102 O -4.94662 26.37296 2.96914  S101 1.456
103 C -3.16656 25.33934 1.22157  S101 1.853, C104 1.534, H107 1.093, H108 1.087
104 C -2.36498 24.21052 1.88312  C103 1.534, C105 1.516, H109 1.090, H110 1.091
105 C -1.54362 24.83553 2.99356  C104 1.516, C106 1.506, H111 1.097, H112 1.090
106 C -2.36295 25.85285 3.74347  S101 1.823, C105 1.506, H113 1.087, H114 1.096
107 H -2.51936 25.89993 0.54195  C103 1.093
108 H -4.02527 25.10349 0.59832  C103 1.087
109 H -2.97154 23.37726 2.23676  C104 1.090
110 H -1.63643 23.86255 1.14945  C104 1.091
111 H -0.75390 25.43670 2.52719  C105 1.097
112 H -0.94455 24.19827 3.64464  C105 1.090
113 H -1.80891 26.64712 4.23639  C106 1.087
114 H -3.01623 25.26036 4.39350  C106 1.096
115 O 1.69042 25.44636 9.09191  S116 1.454
116 S 2.00984 26.45466 10.08909  O115 1.454, O117 1.452, C118 1.805, C121 1.876
117 O 2.24238 26.03872 11.46085  S116 1.452
118 C 3.39001 27.46974 9.51976  S116 1.805, C119 1.545, H122 1.087, H123 1.086
119 C 2.91046 28.92916 9.68260  C118 1.545, C120 1.545, H124 1.095, H125 1.088
120 C 1.51646 29.08559 10.33107  C119 1.545, C121 1.524, H126 1.087, H127 1.089
121 C 0.71795 27.81433 10.06973  S116 1.876, C120 1.524, H128 1.089, H129 1.089
122 H 3.60818 27.35340 8.46169  C118 1.087
123 H 4.22267 27.23813 10.17726  C118 1.086
124 H 3.58832 29.36927 10.42075  C119 1.095
125 H 3.07835 29.55875 8.81174  C119 1.088
126 H 1.03229 29.94146 9.86664  C120 1.087
127 H 1.57929 29.18725 11.41393  C120 1.089
128 H 0.22330 27.93516 9.10737  C121 1.089
129 H -0.09354 27.55877 10.74953  C121 1.089
130 C -2.06562 28.23435 14.67289  C131 1.531, H136 1.089, H137 1.096, H138 1.094
131 C -1.77820 28.33494 13.17289  C130 1.531, C132 1.532, H139 1.087, H140 1.094
132 C -2.70581 27.38767 12.40562  C131 1.532, C133 1.526, H141 1.096, H142 1.100
133 C -4.21853 27.55588 12.29380  C132 1.526, C134 1.513, H143 1.094, H144 1.100
134 C -4.77932 28.77187 11.59053  C133 1.513, C135 1.526, H145 1.100, H146 1.097
135 C -4.58478 30.13162 12.25644  C134 1.526, H147 1.089, H148 1.092, H149 1.094
136 H -1.96133 27.23968 15.10426  C130 1.089
137 H -3.08428 28.57888 14.88620  C130 1.096
138 H -1.48544 28.90820 15.31077  C130 1.094
139 H -1.80594 29.32845 12.73210  C131 1.087
140 H -0.83460 27.80091 13.02435  C131 1.094
141 H -2.55742 26.38484 12.82254  C132 1.096
142 H -2.32081 27.30588 11.37856  C132 1.100
143 H -4.57402 26.60711 11.88087  C133 1.094
144 H -4.58833 27.44053 13.32385  C133 1.100
145 H -4.43163 28.78356 10.54748  C134 1.100
146 H -5.82410 28.60828 11.29928  C134 1.097
147 H -3.94546 30.12756 13.13740  C135 1.089
148 H -4.23291 30.89294 11.55635  C135 1.092
149 H -5.53502 30.56928 12.57739  C135 1.094
150 C -4.18393 21.79463 6.46532  C151 1.549, H156 1.086, H157 1.092, H158 1.093
151 C -3.58405 21.69906 5.04045  C150 1.549, C152 1.517, H159 1.092, H160 1.095
152 C -2.92621 20.35940 4.76755  C151 1.517, C153 1.539, H161 1.096, H162 1.099
153 C -3.87398 19.14857 4.82700  C152 1.539, C154 1.513, H163 1.093, H164 1.096
154 C -3.23941 17.90042 4.25294  C153 1.513, C155 1.522, H165 1.093, H166 1.103
155 C -4.09034 16.63848 4.23383  C154 1.522, H167 1.094, H168 1.085, H169 1.096
156 H -4.66827 22.76400 6.54018  C150 1.086
157 H -3.41746 21.58017 7.21350  C150 1.092
158 H -4.87739 20.96746 6.63480  C150 1.093
159 H -4.35768 21.88049 4.29112  C151 1.092
160 H -2.81903 22.48166 4.99934  C151 1.095
161 H -2.02770 20.24275 5.38482  C152 1.096
162 H -2.47253 20.36676 3.76688  C152 1.099
163 H -4.13299 18.97143 5.87409  C153 1.093
164 H -4.81014 19.44889 4.34272  C153 1.096
165 H -2.58790 17.99308 3.37981  C154 1.093
166 H -2.43477 17.68754 4.97674  C154 1.103
167 H -3.68087 15.99716 3.44751  C155 1.094
168 H -4.16585 16.16232 5.20575  C155 1.085
169 H -5.07727 16.82163 3.79342  C155 1.096
170 C 0.08119 24.04455 12.96005  C171 1.538, H176 1.093, H177 1.093, H178 1.090
171 C -0.77369 23.90708 11.68847  C170 1.538, C172 1.520, H179 1.098, H180 1.092
172 C -1.47815 22.56544 11.56622  C171 1.520, C173 1.534, H181 1.092, H182 1.092
173 C -2.47179 22.63013 10.39905  C172 1.534, C174 1.536, H183 1.098, H184 1.098
174 C -3.74150 23.45494 10.65887  C173 1.536, C175 1.505, H185 1.097, H186 1.094
175 C -4.50072 23.44682 11.95876  C174 1.505, H187 1.100, H188 1.096, H189 1.093
176 H 0.55009 23.15022 13.37911  C170 1.093
177 H -0.56351 24.43762 13.75097  C170 1.093
178 H 0.92173 24.73472 12.88988  C170 1.090
179 H -1.63278 24.58392 11.78923  C171 1.098
180 H -0.32718 24.31019 10.77678  C171 1.092
181 H -2.07415 22.24412 12.42260  C172 1.092
182 H -0.80112 21.74452 11.32130  C172 1.092
183 H -2.02236 23.06616 9.49718  C173 1.098
184 H -2.79847 21.68837 9.93782  C173 1.098
185 H -3.45718 24.49770 10.47156  C174 1.097
186 H -4.49722 23.20344 9.90951  C174 1.094
187 H -4.04473 23.76308 12.90891  C175 1.100
188 H -5.22861 24.26141 11.87635  C175 1.096
189 H -4.98366 22.50839 12.24341  C175 1.093

Results
SMILES = O=[N+]([O-])c1ccccc1.O=[N+]([O-])c1ccccc1.O=[N+]([O-])c1ccccc1.O=[N+]([O-])c1ccccc1.O=[N+]([O-])c1ccccc1.O=[N+]([O-])c1ccccc1.O=S1(=O)CCCC1.O=S1(=O)CCCC1.O=S1(=O)CCCC1.CCCCCC.CCCCCC.CCCCCC
Relative energy (zero: lowest compared OMol25 entry of this formula, charge and spin) = 0.0 kJ/mol
Orbital gap = 8.362 eV
F_max = 2.30 eV Å⁻¹
LUMO level = -0.0440 hartree
2S+1 = 1

Löwdin atomic charge list, values in e, 5 entries: 0.068, -0.356, 0.069, -0.155, -0.006

=====

Entry 3:
This record from the OMol25 dataset describes a 2-piece molecular cluster, C9H14O2 overall. The level of theory is ωB97M-V/def2-TZVPD.

Last columns: bonded neighbours and bond lengths (Å).
Geometry (Å):
1 C 0.54618 1.47922 2.76037  C2 1.501, H9 1.098, H10 1.102, H11 1.102
2 C 0.30017 0.35379 1.79780  C1 1.501, C3 1.395, C8 1.404
3 C -0.90184 -0.34571 1.90425  C2 1.395, C4 1.401, H12 1.075
4 C -0.96212 -1.49627 1.10631  C3 1.401, C5 1.361, H13 1.083
5 C -0.00822 -1.77652 0.17677  C4 1.361, O6 1.382, C7 1.420
6 O -0.32571 -2.65315 -0.84350  C5 1.382, H14 0.961
7 C 1.28293 -1.18450 0.16206  C5 1.420, C8 1.394, H15 1.077
8 C 1.30366 0.01203 0.87713  C2 1.404, C7 1.394, H16 1.088
9 H 0.97636 2.38744 2.31914  C1 1.098
10 H 1.09099 1.17029 3.66657  C1 1.102
11 H -0.36685 1.83369 3.26552  C1 1.102
12 H -1.77398 -0.04539 2.45557  C3 1.075
13 H -1.77718 -2.19354 1.25654  C4 1.083
14 H 0.45859 -3.10912 -1.16027  O6 0.961
15 H 2.02911 -1.56723 -0.51295  C7 1.077
16 H 2.23486 0.57278 0.92223  C8 1.088
17 C -1.18263 0.67503 -2.74086  C18 1.526, H20 1.096, H21 1.094, H22 1.103
18 C 0.04652 1.28562 -2.07286  C17 1.526, O19 1.420, H23 1.098, H24 1.092
19 O 0.13969 2.68458 -1.84526  C18 1.420, H25 0.947
20 H -1.74696 -0.03036 -2.12061  C17 1.096
21 H -1.02195 0.15402 -3.68887  C17 1.094
22 H -1.78755 1.54422 -3.05011  C17 1.103
23 H 0.08322 0.82311 -1.07814  C18 1.098
24 H 0.97531 1.13808 -2.62878  C18 1.092
25 H -0.65048 3.05385 -1.47698  O19 0.947

Results
SMILES = Cc1ccc(O)cc1.CCO
Relative energy (zero: lowest compared OMol25 entry of this formula, charge and spin) = 195.6 kJ/mol
Orbital gap = 9.209 eV
F_max = 2.99 eV Å⁻¹
LUMO level = 0.0294 hartree
2S+1 = 1

Löwdin atomic charge list, values in e, 5 entries: -0.073, -0.293, -0.021, -0.033, -0.335